(1)
The following is a DFT calculation (ωB97M-V/def2-TZVPD) of a 3-piece molecular cluster, C2H10O2S2 overall at a distorted geometry.

```
! RIJCOSX wB97M-V def2-TZVPD def2/J DEFGRID3
* xyz 0 1
S -0.052 0.287 -2.832
S 1.168 1.554 -1.643
O 1.910 -2.460 0.842
O -0.009 -0.858 2.432
C -1.608 0.187 -1.931
C 0.405 1.703 -0.005
H -2.433 0.054 -2.637
H -1.917 1.114 -1.455
H -1.655 -0.669 -1.262
H 0.757 2.595 0.514
H -0.678 1.773 0.012
H 2.813 -2.565 1.093
H 0.172 0.066 2.608
H 0.730 0.845 0.578
H -0.905 -0.987 2.124
H 1.302 -2.640 1.560
*
```

Values from the calculation:
Energy relative to the best compared isomer or geometry (same formula, charge and spin) = 1.194 eV
Molar mass = 130.2 g/mol
SMILES string = CSSC.O.O
Max |F| = 0.0285 hartree/bohr

These are the natural (NBO) partial charges, in e, on atoms 1 to 2: atom 1 (S): 0.097, atom 2 (S): 0.072

(2)
The following is a DFT calculation (ωB97M-V/def2-TZVPD) of a 4-piece molecular cluster, C2H10O3 overall at a distorted geometry.

```
! RIJCOSX wB97M-V def2-TZVPD def2/J DEFGRID3
* xyz 0 1
O -0.593 0.116 2.160
O 0.205 2.768 -0.223
O -2.911 0.368 -2.000
C 0.901 -1.475 -0.344
C 1.941 -1.695 0.450
H 0.551 -2.223 -1.045
H 2.155 -1.025 1.277
H -2.255 0.448 -1.295
H -0.018 2.231 -0.987
H 0.186 -0.684 -0.153
H -0.766 1.041 2.394
H -0.068 2.249 0.535
H 0.273 -0.001 1.821
H 2.720 -2.386 0.159
H -2.321 0.268 -2.750
*
```

Values from the calculation:
Energy relative to the best compared isomer or geometry (same formula, charge and spin) = 1.287 eV
Molar mass = 82.1 g/mol
SMILES string = C=C.O.O.O
Max |F| = 0.0366 hartree/bohr

These are the natural (NBO) partial charges, in e, on atoms 1 to 2: atom 1 (O): -0.941, atom 2 (O): -0.927

(3)
The following is a DFT calculation (ωB97M-V/def2-TZVPD) of a 4-piece molecular cluster, C2H10O4 overall at a distorted geometry.

```
! RIJCOSX wB97M-V def2-TZVPD def2/J DEFGRID3
* xyz 0 1
O 3.893 -0.161 1.704
O 2.557 0.365 -1.513
O -3.687 -0.513 -2.232
O 0.035 0.640 2.125
C -1.929 -0.274 0.947
C -0.463 0.390 1.019
H -2.322 -0.603 0.005
H -3.772 -1.485 -2.546
H 3.415 0.767 -1.459
H -2.520 0.652 1.240
H 2.105 0.686 -0.724
H 4.258 -0.322 0.756
H -2.040 -0.929 1.739
H -3.523 -0.090 -3.027
H 0.120 0.045 0.122
H 3.872 0.833 1.842
*
```

Values from the calculation:
Energy relative to the best compared isomer or geometry (same formula, charge and spin) = 1.823 eV
Molar mass = 98.1 g/mol
SMILES string = CC=O.O.O.O
Max |F| = 0.1007 hartree/bohr

These are the natural (NBO) partial charges, in e, on atoms 1 to 2: atom 1 (O): -0.945, atom 2 (O): -0.933

(4)
The following is a DFT calculation (ωB97M-V/def2-TZVPD) of a 4-piece molecular cluster, C2H10O4 overall at a distorted geometry.

```
! RIJCOSX wB97M-V def2-TZVPD def2/J DEFGRID3
* xyz 0 1
O 2.325 0.155 0.674
O 1.315 -2.346 1.519
O -1.886 -0.031 0.030
O -0.614 -0.353 -2.598
C -1.421 1.223 0.429
C -0.363 1.822 -0.096
H -0.054 -1.120 -2.736
H 3.126 0.590 0.978
H -0.075 2.761 0.359
H 0.473 -2.034 1.861
H 1.660 0.841 0.563
H 1.838 -1.542 1.358
H -1.851 1.518 1.382
H -0.846 -0.341 -1.660
H -2.575 0.105 -0.634
H 0.288 1.332 -0.805
*
```

Values from the calculation:
Energy relative to the best compared isomer or geometry (same formula, charge and spin) = 1.121 eV
Molar mass = 98.1 g/mol
SMILES string = C=CO.O.O.O
Max |F| = 0.0197 hartree/bohr

These are the natural (NBO) partial charges, in e, on atoms 1 to 2: atom 1 (O): -0.954, atom 2 (O): -0.965

(5)
The following is a DFT calculation (ωB97M-V/def2-TZVPD) of a 2-piece molecular cluster, C2H11BN3O overall at a distorted geometry.

```
! RIJCOSX wB97M-V def2-TZVPD def2/J DEFGRID3
* xyz 1 1
O 1.325 0.722 -1.103
N -1.542 1.180 0.792
N 2.542 0.111 0.909
N -1.246 -0.460 -1.421
C -1.087 -0.678 -0.164
C 0.293 -1.077 0.259
B 1.515 -0.035 0.059
H 0.206 -1.511 1.310
H 2.960 1.012 1.020
H 2.999 -0.542 1.570
H 2.118 1.177 -1.425
H -1.899 -0.960 0.644
H -2.535 1.287 0.644
H -0.457 -0.406 -2.053
H -2.197 -0.029 -1.810
H -1.024 2.068 0.697
H -1.440 1.214 1.798
H 0.776 -1.838 -0.337
*
```

Values from the calculation:
Energy relative to the best compared isomer or geometry (same formula, charge and spin) = 0.887 eV
Molar mass = 103.9 g/mol
Max |F| = 0.0974 hartree/bohr

These are the natural (NBO) partial charges, in e, on atoms 1 to 2: atom 1 (O): -0.911, atom 2 (N): -0.991

(6)
The following is a DFT calculation (ωB97M-V/def2-TZVPD) of a 2-piece molecular cluster, C2H11N2O overall at a distorted geometry.

```
! RIJCOSX wB97M-V def2-TZVPD def2/J DEFGRID3
* xyz 1 1
O -2.911 -0.212 0.076
N 1.664 1.213 -0.091
N 0.097 -0.242 1.240
C 0.340 -0.901 -0.037
C 0.994 0.147 -0.999
H -0.866 0.113 1.326
H 1.835 -0.421 -1.435
H 0.823 0.578 1.191
H -2.868 0.480 -0.588
H 1.367 2.144 -0.425
H 0.130 -0.835 2.070
H 2.650 0.969 -0.283
H 0.860 -1.876 0.032
H 0.329 0.491 -1.766
H -0.615 -1.180 -0.526
H -3.828 -0.467 0.216
*
```

Values from the calculation:
Energy relative to the best compared isomer or geometry (same formula, charge and spin) = 0.783 eV
Molar mass = 79.1 g/mol
Max |F| = 0.0607 hartree/bohr

These are the natural (NBO) partial charges, in e, on atoms 1 to 2: atom 1 (O): -0.981, atom 2 (N): -0.862

(7)
The following is a DFT calculation (ωB97M-V/def2-TZVPD) of a 2-piece molecular cluster, C2H11N2O overall at a distorted geometry.

```
! RIJCOSX wB97M-V def2-TZVPD def2/J DEFGRID3
* xyz 2 2
O -2.217 -0.004 -0.751
N -0.487 -0.447 1.144
N 1.495 1.247 0.189
C 0.396 -0.953 0.076
C 0.866 0.275 -0.744
H 0.229 0.265 1.519
H 1.638 -0.067 -1.485
H 1.328 -1.190 0.570
H -2.565 -0.911 -1.007
H -1.185 0.033 0.466
H 0.103 0.878 -1.153
H 1.423 2.152 -0.199
H -2.779 0.491 -0.179
H -0.530 -1.110 1.849
H -0.100 -1.684 -0.597
H 2.386 1.025 0.302
*
```

Values from the calculation:
Energy relative to the best compared isomer or geometry (same formula, charge and spin) = 2.794 eV
Molar mass = 79.1 g/mol
Max |F| = 0.1193 hartree/bohr

These are the natural (NBO) partial charges, in e, on atoms 1 to 2: atom 1 (O): -0.954, atom 2 (N): -0.693

(8)
The following is a DFT calculation (ωB97M-V/def2-TZVPD) of C2H11N4 as an isolated structure at a distorted geometry.

```
! RIJCOSX wB97M-V def2-TZVPD def2/J DEFGRID3
* xyz 1 1
N 1.727 0.769 -1.251
N -0.394 -1.233 0.278
N -1.192 -0.330 2.306
N 1.927 -0.097 -0.515
C -0.734 -0.329 -0.808
C 1.751 1.920 -1.805
H 0.040 -0.081 -1.492
H 1.671 1.955 -3.022
H -0.787 -0.886 1.319
H -0.948 -0.931 3.100
H 0.544 -0.920 0.594
H -1.121 0.599 -0.402
H -0.956 0.676 2.412
H -1.432 -0.919 -1.430
H -2.224 -0.322 2.316
H -0.601 -2.171 0.006
H 2.729 2.299 -1.605
*
```

Values from the calculation:
Energy relative to the best compared isomer or geometry (same formula, charge and spin) = 5.267 eV
Molar mass = 91.1 g/mol
Max |F| = 0.0931 hartree/bohr

These are the natural (NBO) partial charges, in e, on atoms 1 to 2: atom 1 (N): 0.051, atom 2 (N): -0.778

(9)
The following is a DFT calculation (ωB97M-V/def2-TZVPD) of a 3-piece molecular cluster, C2H11NO2S overall at a distorted geometry.

```
! RIJCOSX wB97M-V def2-TZVPD def2/J DEFGRID3
* xyz 0 1
S -0.210 2.391 0.456
O 2.089 0.650 -1.500
O 0.018 -1.250 -2.533
N -0.731 -1.424 1.960
C -0.830 0.652 0.515
C 0.005 -0.306 1.353
H -0.867 0.289 -0.507
H 0.796 -0.768 0.762
H -1.285 2.852 -0.114
H -1.630 -1.018 2.227
H -0.971 -2.111 1.253
H 0.698 -0.571 -2.397
H -1.818 0.754 0.963
H 0.579 0.267 2.095
H 1.431 1.350 -1.372
H 2.300 0.367 -0.602
H 0.428 -2.121 -2.560
*
```

Values from the calculation:
Energy relative to the best compared isomer or geometry (same formula, charge and spin) = 0.310 eV
Molar mass = 113.2 g/mol
SMILES string = NCCS.O.O
Max |F| = 0.0288 hartree/bohr

These are the natural (NBO) partial charges, in e, on atoms 1 to 2: atom 1 (S): -0.079, atom 2 (O): -0.955

(10)
The following is a DFT calculation (ωB97M-V/def2-TZVPD) of a 4-piece molecular cluster, C2H11NO3 overall at a distorted geometry.

```
! RIJCOSX wB97M-V def2-TZVPD def2/J DEFGRID3
* xyz 0 1
O -1.390 0.699 -2.591
O 1.279 2.790 0.495
O -1.958 0.881 1.773
N 0.894 -0.285 0.805
C 0.943 -2.515 0.013
C 0.761 -1.199 -0.226
H 0.627 -3.018 0.964
H 1.104 -0.727 1.704
H 0.171 0.428 0.843
H 1.708 3.274 -0.270
H 1.255 -3.233 -0.757
H 1.875 2.099 0.627
H -2.871 0.992 1.840
H -1.813 0.161 1.092
H 0.138 -0.709 -0.964
H -1.910 0.025 -2.071
H -0.816 0.338 -3.278
*
```

Values from the calculation:
Energy relative to the best compared isomer or geometry (same formula, charge and spin) = 2.288 eV
Molar mass = 97.1 g/mol
SMILES string = C=CN.O.O.O
Max |F| = 0.0674 hartree/bohr

These are the natural (NBO) partial charges, in e, on atoms 1 to 2: atom 1 (O): -0.959, atom 2 (O): -0.933

(11)
The following is a DFT calculation (ωB97M-V/def2-TZVPD) of a 4-piece molecular cluster, C2H11NO4 overall at a distorted geometry.

```
! RIJCOSX wB97M-V def2-TZVPD def2/J DEFGRID3
* xyz 1 2
O -2.005 -0.841 0.828
O -1.255 1.792 0.860
O 1.076 -2.487 1.258
O -0.901 -0.998 -1.826
N 0.506 1.471 -0.489
C -0.064 1.546 0.751
C 1.901 1.296 -0.752
H -2.220 -1.517 1.486
H 0.205 -2.901 1.120
H 2.092 0.516 -1.493
H 0.525 1.216 1.623
H 2.342 2.272 -0.916
H -1.762 -1.230 -2.206
H -0.157 1.643 -1.248
H -2.533 -0.091 1.131
H -1.080 -0.774 -0.901
H 0.990 -1.761 0.627
H 2.340 0.850 0.147
*
```

Values from the calculation:
Energy relative to the best compared isomer or geometry (same formula, charge and spin) = 1.552 eV
Molar mass = 113.1 g/mol
Max |F| = 0.0390 hartree/bohr

These are the natural (NBO) partial charges, in e, on atoms 1 to 2: atom 1 (O): -0.974, atom 2 (O): -0.314

(12)
The following is a DFT calculation (ωB97M-V/def2-TZVPD) of a 2-piece molecular cluster, C2H11NSi3 overall at a distorted geometry.

```
! RIJCOSX wB97M-V def2-TZVPD def2/J DEFGRID3
* xyz 0 1
Si -1.850 0.473 2.845
Si 0.253 0.067 2.136
Si 1.687 0.707 -0.966
N 0.227 -0.200 -0.995
C 0.009 -1.474 -1.585
C -1.099 -0.537 -1.311
H 1.958 0.637 -2.401
H 0.287 -1.542 -2.650
H 0.017 -2.374 -0.816
H -1.621 -0.610 -0.401
H -1.634 0.129 -2.022
H -2.115 1.891 2.138
H -2.685 -0.711 2.085
H 2.846 0.322 -0.074
H 1.489 0.877 2.390
H 1.259 2.127 -0.368
H 0.769 -1.356 1.872
*
```

Values from the calculation:
Energy relative to the best compared isomer or geometry (same formula, charge and spin) = 3.199 eV
Molar mass = 133.4 g/mol
SMILES string = [SiH2]=[SiH2].[SiH3]N1CC1
Max |F| = 0.0550 hartree/bohr

These are the natural (NBO) partial charges, in e, on atoms 1 to 2: atom 1 (Si): 0.000, atom 2 (Si): 0.503